{"formula": "C4H10BrO2P", "method": "ωB97M-V/def2-TZVPD", "fmax_ev_per_a": 4.758, "gap_ev": 10.86, "smiles": "CCO[P@](=O)(Br)CC", "e_above_lowest_ev": 0.014, "e_lumo_ev": 0.5751, "symbols": ["C", "C", "C", "C", "O", "O", "P", "Br", "H", "H", "H", "H", "H", "H", "H", "H", "H", "H"], "xyz": [[-0.056, 1.036, 2.655], [0.781, -1.095, -2.273], [0.845, 0.546, 1.480], [-0.713, -1.071, -1.883], [-0.278, 1.635, -0.892], [0.264, -0.509, 0.686], [-0.804, 0.280, -0.636], [-2.770, 0.206, 0.149], [-0.292, 2.076, 2.739], [-1.040, 0.459, 2.730], [0.433, 0.862, 3.583], [1.369, -1.901, -1.658], [0.717, -1.412, -3.257], [1.393, -0.150, -2.085], [1.720, 0.092, 1.934], [1.113, 1.514, 0.941], [-1.272, -1.813, -1.438], [-1.408, -0.757, -2.774]], "atomic_forces_ev_per_a": [[-1.5, -1.7, -0.1], [1.3, -1.4, 3.0], [-0.4, 1.5, 0.7], [-0.2, 4.6, -1.3], [-0.6, -0.7, -0.3], [-2.3, 2.6, -2.7], [3.5, -1.4, 1.9], [-1.1, 0.0, 0.4], [-0.2, 0.8, -0.8], [1.3, 0.7, -0.3], [0.6, -0.5, 0.9], [-1.3, 1.4, -1.1], [0.9, -0.3, -2.1], [-1.4, -1.0, -0.6], [0.3, 0.0, -0.3], [0.0, -1.7, 0.0], [-0.3, -2.4, 1.0], [1.4, -0.2, 1.5]], "lowdin_charge": [-0.10, -0.15, -0.33, -0.34, -0.36, -0.31, 0.28, 0.51, 0.06, 0.07, 0.04, 0.11, 0.03, 0.10, 0.10, 0.11, 0.03, 0.13]}

---

{"formula": "C4H10N2Si", "method": "ωB97M-V/def2-TZVPD", "fmax_ev_per_a": 8.634, "spin_multiplicity": 3, "gap_ev": [7.03, 6.12], "e_above_lowest_ev": 1.811, "e_lumo_ev": [0.4791, -3.1234], "s_squared": 2.006, "symbols": ["C", "C", "C", "C", "N", "N", "Si", "H", "H", "H", "H", "H", "H", "H", "H", "H", "H"], "xyz": [[1.862, 0.220, 2.931], [-2.003, -1.318, -2.716], [1.398, 1.346, 2.452], [-1.090, -0.328, -2.693], [-1.220, 1.307, 0.192], [0.451, -0.864, -0.347], [-0.682, 0.281, -0.926], [2.751, 0.066, 3.606], [1.272, -0.808, 2.814], [-2.246, -1.885, -3.646], [-2.240, -1.745, -1.823], [2.024, 2.157, 2.414], [-0.737, 0.215, -3.485], [-2.153, 1.523, -0.022], [0.550, 1.557, 1.775], [0.920, -0.713, 0.512], [1.143, -1.012, -1.037]], "atomic_forces_ev_per_a": [[-0.9, -3.9, 1.2], [-5.0, -5.5, -3.6], [-1.0, -0.3, -1.8], [5.0, 5.9, 3.8], [0.9, -0.8, -0.5], [-0.6, 0.7, -0.8], [0.7, -1.0, -0.1], [-0.8, 0.7, -1.1], [1.1, 2.3, 0.3], [0.3, 0.4, 1.0], [-1.1, -1.4, 2.1], [1.6, 2.2, 0.8], [0.5, 1.2, -2.1], [-1.7, 1.2, -0.1], [0.0, -1.0, 0.7], [0.2, 0.2, 1.1], [0.8, -0.7, -0.8]], "mulliken_spin": [0.00, 1.02, 0.00, 0.79, 0.07, 0.01, 0.03, 0.00, 0.00, 0.02, 0.03, 0.00, 0.02, 0.00, 0.00, 0.01, -0.01]}

---

{"formula": "C13H42N2O8", "method": "ωB97M-V/def2-TZVPD", "fmax_ev_per_a": 4.270, "gap_ev": 9.62, "smiles": "NC(N)=O.CCO.CCO.CCO.CCO.CCO.CO.CO", "e_above_lowest_ev": 2.584, "e_lumo_ev": 0.2823, "symbols": ["C", "O", "H", "H", "H", "H", "C", "O", "H", "H", "H", "H", "C", "O", "N", "N", "H", "H", "H", "H", "C", "C", "O", "H", "H", "H", "H", "H", "H", "C", "C", "O", "H", "H", "H", "H", "H", "H", "C", "C", "O", "H", "H", "H", "H", "H", "H", "C", "C", "O", "H", "H", "H", "H", "H", "H", "C", "C", "O", "H", "H", "H", "H", "H", "H"], "xyz": [[0.479, -0.485, -0.240], [0.673, -1.327, 0.831], [0.057, 0.446, 0.138], [1.363, -0.296, -0.850], [-0.368, -0.968, -0.727], [1.590, -1.165, 1.065], [1.070, -3.511, -2.312], [2.359, -3.953, -2.713], [0.493, -3.166, -3.170], [0.440, -4.292, -1.887], [1.141, -2.798, -1.490], [2.865, -4.186, -1.932], [-2.610, -1.556, 2.833], [-3.771, -1.795, 2.929], [-1.755, -2.304, 3.448], [-1.949, -0.649, 2.080], [-2.203, -3.109, 3.863], [-0.873, -1.861, 3.663], [-2.505, -0.012, 1.528], [-1.031, -0.793, 1.685], [-3.418, -2.047, -2.330], [-4.053, -1.115, -3.425], [-5.453, -1.477, -3.363], [-3.364, -3.018, -2.822], [-4.005, -2.036, -1.411], [-2.457, -1.587, -2.103], [-3.554, -1.100, -4.394], [-4.115, -0.072, -3.116], [-5.737, -1.987, -4.125], [-0.256, 1.510, 3.564], [0.534, 2.823, 3.540], [1.834, 2.865, 2.986], [-1.159, 1.796, 4.103], [0.354, 0.866, 4.197], [-0.419, 1.157, 2.545], [0.719, 3.062, 4.588], [-0.074, 3.671, 3.226], [2.240, 3.719, 3.153], [-1.261, 2.371, -1.664], [-2.808, 2.162, -1.845], [-3.326, 1.442, -0.746], [-1.176, 3.186, -0.945], [-0.838, 2.773, -2.585], [-0.834, 1.414, -1.366], [-2.877, 1.644, -2.801], [-3.297, 3.115, -2.045], [-3.425, 2.107, -0.061], [3.026, 2.500, -2.117], [2.525, 3.449, -1.000], [2.527, 4.731, -1.588], [2.414, 2.757, -2.981], [2.936, 1.453, -1.825], [4.069, 2.636, -2.404], [3.098, 3.552, -0.078], [1.534, 3.093, -0.719], [3.410, 5.076, -1.432], [3.329, -3.043, 1.317], [3.616, -1.681, 1.982], [3.361, -0.662, 1.046], [3.713, -3.270, 0.322], [2.261, -3.218, 1.445], [3.728, -3.833, 1.953], [4.686, -1.700, 2.186], [3.136, -1.512, 2.947], [3.392, 0.208, 1.450]], "atomic_forces_ev_per_a": [[-1.9, 0.6, -0.4], [0.9, -1.0, 1.2], [0.3, 0.6, -0.2], [-0.1, -0.2, -0.2], [0.2, 0.3, -1.1], [0.4, -0.1, 0.5], [-0.3, -0.4, 0.7], [-0.2, 0.0, -0.3], [0.5, 0.4, 0.0], [0.2, -0.6, 0.0], [0.0, 0.5, -0.4], [-0.1, 0.0, 0.0], [0.4, 0.7, -1.7], [-3.3, 0.6, -0.5], [2.8, -2.4, 2.2], [-0.9, 2.4, -1.6], [0.8, 0.2, 0.6], [0.0, -1.0, 0.4], [-0.2, -0.2, 0.1], [0.0, -0.6, 0.4], [0.3, 1.7, -1.6], [-1.2, -0.2, 2.4], [-0.1, 0.1, -1.1], [0.3, -0.2, 0.6], [-0.2, -0.1, -0.3], [0.5, -0.6, 0.1], [-0.3, -0.6, -0.2], [0.6, 0.0, 0.3], [0.2, 0.0, -0.1], [1.7, 1.5, -0.4], [-0.1, 1.3, 2.0], [0.2, -1.1, -1.3], [-0.2, -0.5, -0.3], [-0.3, -0.7, -0.3], [-0.2, -0.3, 0.5], [-0.4, 0.0, 0.5], [-0.2, -0.1, -0.7], [-0.2, 0.0, 0.1], [-1.8, 0.7, -0.2], [2.2, 0.1, -1.0], [-0.3, 0.2, -0.4], [0.6, -0.3, 0.5], [0.2, -0.3, -0.1], [0.2, 0.4, 0.0], [-0.6, -0.7, 0.4], [-0.2, 0.1, 0.4], [-0.2, -0.1, 0.3], [0.1, -0.1, 1.0], [0.8, -0.7, -0.9], [-0.6, 0.9, 0.2], [0.0, -0.4, 0.0], [-0.2, -0.1, -0.2], [0.1, 0.3, 0.2], [0.3, -0.8, 0.1], [-0.3, 0.6, -0.1], [-0.1, 0.2, -0.2], [-1.0, -0.3, 1.8], [2.0, -1.1, -0.7], [-0.7, 0.5, -0.5], [-0.1, 0.8, 0.0], [-0.2, -0.1, -0.9], [0.4, 0.1, 0.2], [0.2, 0.3, 0.2], [-0.5, -0.3, -0.1], [0.1, 0.1, 0.2]], "lowdin_charge": [-0.19, -0.14, 0.05, 0.09, 0.08, 0.02, -0.16, -0.11, 0.08, 0.08, 0.05, 0.06, -0.78, 0.06, 0.16, 0.16, 0.12, 0.11, 0.10, 0.05, -0.06, -0.28, -0.10, 0.07, 0.08, 0.05, 0.11, 0.08, 0.07, -0.07, -0.34, -0.09, 0.09, 0.08, 0.04, 0.10, 0.11, 0.08, -0.07, -0.31, -0.07, 0.07, 0.07, 0.04, 0.09, 0.11, 0.08, -0.07, -0.31, -0.09, 0.08, 0.05, 0.07, 0.10, 0.09, 0.08, -0.06, -0.30, -0.08, 0.08, 0.07, 0.07, 0.10, 0.12, 0.10]}

---

{"formula": "C18H30BrCdN7O", "method": "ωB97M-V/def2-TZVPD", "total_charge": 2, "fmax_ev_per_a": 0.324, "gap_ev": 10.13, "e_above_lowest_ev": 0.000, "e_lumo_ev": -4.9343, "symbols": ["Cd", "C", "C", "N", "C", "C", "C", "C", "C", "C", "C", "N", "C", "C", "N", "N", "H", "H", "H", "H", "H", "H", "H", "H", "H", "H", "H", "H", "H", "H", "H", "H", "H", "H", "N", "C", "C", "N", "H", "H", "H", "H", "H", "H", "H", "H", "O", "C", "C", "C", "N", "C", "Br", "C", "H", "H", "H", "H"], "xyz": [[-0.289, -0.059, 0.691], [1.675, 2.172, -0.458], [2.100, 0.949, -1.252], [0.988, -0.004, -1.412], [1.448, -1.378, -1.652], [2.052, -1.977, -0.395], [3.095, -2.881, -0.443], [3.618, -3.356, 0.752], [3.105, -2.891, 1.951], [2.057, -1.984, 1.920], [1.461, -1.446, 3.204], [0.753, -0.167, 3.048], [1.610, 1.031, 3.170], [2.219, 1.462, 1.848], [1.164, 1.806, 0.876], [1.535, -1.565, 0.769], [0.869, 2.692, -0.982], [2.518, 2.863, -0.379], [2.915, 0.432, -0.744], [2.491, 1.266, -2.222], [0.392, 0.289, -2.182], [2.187, -1.432, -2.456], [0.589, -1.973, -1.973], [3.504, -3.192, -1.395], [4.437, -4.062, 0.747], [3.519, -3.211, 2.898], [2.258, -1.372, 3.951], [0.747, -2.180, 3.586], [0.056, -0.120, 3.782], [2.406, 0.874, 3.903], [0.983, 1.841, 3.552], [2.823, 0.658, 1.428], [2.885, 2.313, 2.015], [0.636, 2.597, 1.238], [-2.321, 0.022, 2.075], [-3.408, -0.643, 1.326], [-2.902, -1.938, 0.730], [-1.795, -1.644, -0.202], [-2.199, -0.444, 2.971], [-2.590, 0.977, 2.287], [-3.718, 0.035, 0.528], [-4.280, -0.835, 1.954], [-3.719, -2.463, 0.232], [-2.520, -2.595, 1.514], [-2.160, -1.129, -1.003], [-1.385, -2.502, -0.556], [-3.161, 3.628, -4.887], [-2.861, 2.711, -3.964], [-2.728, 1.347, -4.229], [-2.413, 0.511, -3.181], [-2.220, 0.918, -1.914], [-2.361, 2.218, -1.716], [-2.126, 2.828, 0.082], [-2.670, 3.168, -2.663], [-3.308, 3.227, -5.755], [-2.874, 0.948, -5.223], [-2.311, -0.553, -3.364], [-2.776, 4.215, -2.426]], "atomic_forces_ev_per_a": [[0.0, 0.0, 0.3], [-0.1, 0.0, 0.0], [0.0, 0.0, -0.1], [-0.1, 0.0, 0.0], [0.0, 0.0, 0.0], [-0.1, 0.1, 0.0], [0.0, 0.0, 0.0], [0.0, 0.0, 0.0], [0.0, 0.0, 0.0], [0.0, 0.0, 0.0], [0.0, 0.0, 0.0], [0.1, -0.1, 0.0], [-0.1, 0.0, 0.0], [0.0, 0.0, -0.1], [-0.1, 0.0, 0.1], [0.0, 0.0, 0.0], [0.0, 0.0, 0.0], [0.0, 0.0, 0.0], [0.0, 0.0, 0.0], [0.0, 0.0, 0.0], [0.0, 0.0, 0.1], [0.0, 0.0, 0.0], [0.0, 0.0, 0.0], [0.0, 0.0, 0.0], [0.0, 0.0, 0.0], [0.0, 0.0, 0.0], [0.0, 0.0, 0.0], [0.0, 0.0, 0.0], [0.0, 0.0, -0.1], [0.0, 0.0, 0.0], [0.0, 0.0, 0.0], [0.0, 0.0, 0.0], [0.0, 0.0, 0.0], [0.1, 0.0, 0.0], [0.0, 0.0, 0.0], [0.0, 0.1, 0.0], [0.1, -0.1, -0.1], [0.0, 0.0, -0.2], [0.0, 0.0, -0.1], [0.0, 0.0, 0.0], [0.0, 0.0, 0.0], [0.0, 0.0, 0.0], [0.0, 0.0, 0.0], [0.0, 0.0, 0.0], [0.0, 0.0, 0.1], [0.0, 0.0, 0.1], [0.0, -0.2, 0.0], [0.0, 0.2, -0.2], [0.0, 0.0, 0.1], [0.0, 0.0, 0.0], [0.0, 0.1, -0.2], [0.0, 0.0, 0.1], [0.0, 0.0, -0.1], [0.0, -0.1, 0.1], [0.0, 0.1, 0.1], [0.0, 0.0, 0.0], [0.0, 0.0, 0.0], [0.0, 0.0, 0.0]], "lowdin_charge": [1.38, -0.20, -0.19, -0.12, -0.15, -0.27, 0.01, 0.00, 0.01, -0.26, -0.14, -0.12, -0.19, -0.20, -0.15, 0.06, 0.10, 0.13, 0.12, 0.14, 0.10, 0.13, 0.12, 0.13, 0.13, 0.13, 0.13, 0.14, 0.10, 0.13, 0.13, 0.11, 0.14, 0.08, -0.07, -0.26, -0.24, -0.05, 0.08, 0.04, 0.10, 0.13, 0.13, 0.12, 0.04, 0.09, 0.13, -0.29, 0.02, -0.13, -0.02, -0.72, 0.80, -0.02, 0.14, 0.13, 0.11, 0.13]}

---

{"formula": "C4H7BFO3", "method": "ωB97M-V/def2-TZVPD", "total_charge": -1, "fmax_ev_per_a": 0.712, "gap_ev": 7.35, "e_above_lowest_ev": 0.820, "e_lumo_ev": 3.5578, "symbols": ["O", "C", "F", "C", "C", "C", "O", "B", "O", "H", "H", "H", "H", "H", "H", "H"], "xyz": [[-1.446, -1.705, 2.108], [-1.862, -1.437, 1.039], [-3.103, -1.906, 0.689], [-1.262, -0.645, -0.065], [0.125, -0.074, 0.198], [1.034, -0.178, -1.028], [2.121, 0.618, -0.678], [1.484, 1.783, 0.111], [0.070, 1.316, 0.354], [-1.940, 0.185, -0.271], [-1.252, -1.275, -0.958], [0.637, -0.545, 1.046], [1.295, -1.201, -1.322], [0.454, 0.340, -1.814], [2.139, 1.909, 1.155], [1.508, 2.817, -0.565]], "atomic_forces_ev_per_a": [[0.0, -0.1, 0.3], [0.2, 0.1, 0.0], [-0.2, 0.0, -0.1], [0.1, 0.1, 0.1], [0.1, 0.2, -0.5], [-0.1, 0.6, 0.3], [-0.2, 0.0, 0.1], [0.6, -0.1, -0.2], [0.1, 0.0, 0.3], [0.0, 0.0, -0.1], [-0.1, -0.1, 0.0], [-0.2, -0.2, 0.1], [0.2, 0.0, 0.0], [0.0, -0.5, -0.4], [-0.1, 0.1, 0.0], [-0.2, 0.0, 0.1]], "lowdin_charge": [0.16, -0.45, 0.04, -0.05, -0.38, -0.25, -0.15, -0.56, -0.10, 0.14, 0.13, 0.15, 0.12, 0.12, 0.04, 0.04]}

---

{"formula": "C2H7N5", "method": "ωB97M-V/def2-TZVPD", "fmax_ev_per_a": 5.391, "gap_ev": [7.81, 7.81], "e_above_lowest_ev": 4.429, "e_lumo_ev": [-0.4143, -0.4151], "symbols": ["C", "C", "N", "N", "N", "N", "N", "H", "H", "H", "H", "H", "H", "H"], "xyz": [[-0.817, 0.143, 1.184], [-0.121, 2.030, -0.373], [-1.449, -1.009, 0.860], [-1.609, -0.949, -0.435], [-0.764, 0.962, -0.048], [-1.320, 0.124, -1.028], [1.709, -1.641, -0.519], [-1.375, 0.706, 1.985], [0.294, -0.019, 1.531], [0.422, 2.570, 0.482], [-0.110, 2.434, -1.336], [1.880, -0.869, -1.197], [2.350, -2.395, -0.464], [0.910, -2.087, -0.643]], "atomic_forces_ev_per_a": [[2.7, 3.3, 3.2], [0.6, 0.4, 4.0], [-0.7, -1.9, -2.7], [-1.6, -2.8, 1.8], [0.7, -0.4, -1.5], [0.8, 2.1, -0.7], [3.5, 3.4, 0.7], [0.7, -0.3, -0.6], [-1.9, 0.2, -0.6], [-1.0, -0.8, -1.5], [-0.2, 0.1, -1.4], [0.0, -1.6, 0.7], [1.4, 0.0, -0.3], [-5.0, -1.8, -1.0]], "lowdin_charge": [-0.27, 0.07, -0.04, -0.10, -0.14, -0.01, 0.05, 0.14, 0.15, 0.12, 0.07, 0.04, 0.00, -0.08]}